Computed, not measured: a cluster of 2 separate species, C6H11NO in total, with ωB97M-V/def2-TZVPD.

Calculated values
total charge = 0
SMILES = [H]/N=C\C(=C)C.CC=O
multiplicity = 1
electronic energy = -365.0471 Eh
LUMO level (alpha / beta) = -0.55 / -0.55 eV
energy relative to the best compared isomer or geometry (same formula, charge and spin) = 484.2 kJ/mol
HOMO energy (alpha / beta) = -0.3321 / -0.3321 hartree

```
19
C6H11NO, DFT ωB97M-V/def2-TZVPD
H 0.925 1.535 2.207
N 0.685 0.563 2.344
C 0.254 -0.148 1.417
C 0.757 0.040 -0.217
C 1.312 -1.042 -0.800
C 1.374 1.397 -0.460
H -0.015 -1.184 1.569
H 0.945 -2.043 -0.615
H 2.224 -0.985 -1.384
H 1.228 1.692 -1.500
H 0.952 2.202 0.143
H 2.441 1.399 -0.234
C -2.078 -1.084 -0.444
C -1.348 0.229 -0.299
O -1.532 0.857 0.816
H -1.721 -1.801 0.300
H -1.984 -1.531 -1.433
H -3.123 -0.910 -0.176
H -1.296 0.813 -1.235
```

Löwdin atomic charge list, values in e, 5 entries: number 1, H, carries 0.059; number 2, N, carries 0.128; number 3, C, carries -0.219; number 4, C, carries -0.344; number 5, C, carries 0.071